# 1
This record from the OMol25 dataset describes 20 unconnected molecules or ions with the total composition C84H174N2O36S18 at a distorted geometry. The level of theory is ωB97M-V/def2-TZVPD.

2S+1: 1
Net charge: 0
Total energy: -361633.7478 eV
HOMO: -0.290 Eh

Last column: Mulliken charge in e.
Atoms and positions in Å:
C (-0.316, 2.385, -0.365)  0.189
C (-0.596, 1.376, 0.810)  -0.917
N (-0.502, -0.065, 0.328)  0.783
C (-1.449, -0.344, -0.701)  -0.358
C (-2.874, 0.036, -0.286)  0.233
C (0.899, -0.486, 0.166)  0.029
C (1.152, -1.984, 0.351)  -1.139
H (-1.073, 2.258, -1.138)  0.047
H (0.696, 2.138, -0.686)  -0.047
H (-0.492, 3.406, -0.026)  0.002
H (0.120, 1.420, 1.630)  -0.137
H (-1.454, 1.586, 1.449)  0.362
H (-1.021, 0.102, -1.599)  0.038
H (-1.502, -1.416, -0.893)  0.634
H (-3.516, -0.063, -1.162)  -0.279
H (-3.328, -0.399, 0.604)  0.039
H (-2.967, 1.122, -0.289)  0.095
H (1.654, 0.090, 0.702)  0.650
H (1.035, -0.409, -0.913)  -0.113
H (1.132, -2.356, 1.376)  -0.097
H (2.190, -2.043, 0.025)  0.331
H (0.418, -2.589, -0.181)  0.078
C (8.601, -6.511, -1.251)  -1.297
C (7.738, -7.467, -0.305)  -0.344
N (7.337, -6.756, 0.884)  0.030
C (6.949, -5.394, 0.623)  -0.621
C (6.515, -4.470, 1.732)  -1.248
C (6.293, -7.511, 1.605)  -0.686
C (5.091, -8.111, 0.776)  -1.053
H (9.268, -5.784, -0.786)  0.408
H (8.040, -5.765, -1.814)  0.290
H (9.066, -7.231, -1.924)  0.382
H (6.951, -8.021, -0.817)  0.321
H (8.324, -8.263, 0.155)  0.384
H (7.843, -4.870, 0.287)  0.246
H (6.285, -5.508, -0.233)  0.528
H (7.075, -4.635, 2.652)  0.270
H (6.667, -3.462, 1.345)  0.294
H (5.459, -4.401, 1.994)  0.320
H (5.764, -6.958, 2.381)  0.344
H (6.830, -8.363, 2.021)  0.350
H (5.381, -9.035, 0.275)  0.367
H (4.766, -7.411, 0.007)  0.259
H (4.225, -8.385, 1.378)  0.363
C (-5.613, 4.516, -0.743)  0.319
C (-5.548, 5.845, 0.012)  -0.523
C (-6.794, 6.700, -0.522)  -0.927
S (-6.690, 6.542, -2.371)  0.915
O (-5.688, 7.425, -2.894)  -0.488
O (-8.088, 6.547, -2.897)  -0.695
C (-5.964, 4.802, -2.190)  -0.407
H (-6.374, 3.905, -0.256)  -0.371
H (-4.694, 3.931, -0.706)  0.309
H (-4.598, 6.295, -0.277)  0.295
H (-5.680, 5.681, 1.081)  0.187
H (-7.052, 7.686, -0.135)  0.518
H (-7.727, 6.241, -0.194)  0.358
H (-5.157, 4.546, -2.877)  0.032
H (-6.712, 4.081, -2.522)  0.426
C (1.033, 6.445, 2.927)  0.406
C (1.284, 7.889, 2.400)  -1.125
C (1.445, 7.875, 0.860)  -0.716
S (0.346, 6.497, 0.290)  1.134
O (1.230, 5.595, -0.517)  -0.274
O (-0.920, 6.907, -0.275)  -0.732
C (-0.017, 5.746, 1.949)  -0.017
H (0.584, 6.448, 3.920)  0.403
H (1.847, 5.725, 3.009)  -0.300
H (2.229, 8.271, 2.786)  0.420
H (0.502, 8.569, 2.738)  0.288
H (2.459, 7.574, 0.597)  0.215
H (1.276, 8.793, 0.298)  0.591
H (-0.048, 4.667, 1.793)  -0.488
H (-1.048, 6.072, 2.087)  0.457
C (-4.196, -4.559, -7.940)  -0.771
C (-3.079, -3.905, -8.728)  -0.686
C (-2.284, -3.108, -7.799)  -0.535
S (-1.916, -4.307, -6.553)  0.999
O (-1.599, -3.656, -5.268)  -0.303
O (-1.005, -5.309, -7.065)  -0.746
C (-3.644, -5.183, -6.618)  -0.242
H (-4.659, -5.297, -8.595)  0.328
H (-5.075, -3.993, -7.631)  0.288
H (-3.536, -3.144, -9.360)  0.329
H (-2.461, -4.515, -9.387)  0.319
H (-2.844, -2.297, -7.336)  0.091
H (-1.381, -2.575, -8.099)  0.567
H (-4.200, -4.842, -5.745)  -0.079
H (-3.395, -6.238, -6.507)  0.466
C (3.341, -3.140, -3.090)  0.322
C (2.118, -3.982, -3.537)  -0.822
C (2.085, -3.851, -5.074)  -0.311
S (3.791, -3.812, -5.736)  1.059
O (4.034, -2.631, -6.484)  -0.571
O (4.226, -5.104, -6.277)  -0.705
C (4.535, -3.716, -3.966)  -1.225
H (3.562, -3.434, -2.064)  0.354
H (3.256, -2.064, -3.235)  -0.264
H (1.229, -3.649, -3.001)  0.386
H (2.351, -5.020, -3.299)  0.441
H (1.522, -3.137, -5.676)  -0.073
H (2.065, -4.780, -5.644)  0.535
H (5.508, -3.224, -3.969)  0.519
H (4.740, -4.761, -3.734)  0.415
C (1.451, 4.053, 5.394)  -0.412
C (0.691, 3.277, 4.339)  2.244
C (1.101, 1.872, 4.209)  -1.132
S (1.277, 1.379, 6.012)  1.126
O (2.342, 0.448, 6.302)  -0.551
O (-0.128, 1.214, 6.461)  -0.653
C (1.989, 3.066, 6.426)  -1.193
H (0.732, 4.717, 5.873)  0.403
H (2.274, 4.678, 5.047)  0.042
H (1.017, 3.718, 3.398)  -0.703
H (-0.395, 3.331, 4.416)  -0.946
H (2.139, 1.842, 3.877)  0.281
H (0.302, 1.195, 3.907)  0.631
H (3.069, 3.013, 6.285)  0.266
H (1.914, 3.382, 7.467)  0.556
C (7.035, 5.694, 2.307)  -0.853
C (7.556, 4.253, 2.421)  0.060
C (7.083, 3.981, 3.909)  -0.643
S (5.289, 4.459, 3.904)  1.125
O (4.789, 4.954, 5.190)  -0.814
O (4.430, 3.407, 3.178)  -0.187
C (5.474, 5.834, 2.705)  -0.553
H (7.182, 6.042, 1.285)  0.397
H (7.709, 6.338, 2.873)  0.343
H (8.636, 4.216, 2.284)  0.539
H (7.164, 3.493, 1.745)  -0.266
H (7.666, 4.618, 4.574)  0.427
H (7.276, 2.968, 4.260)  -0.018
H (5.409, 6.784, 3.235)  0.384
H (4.665, 5.857, 1.975)  0.202
C (-4.329, -8.184, -0.423)  -0.723
C (-4.673, -6.811, 0.217)  0.373
C (-4.788, -5.656, -0.879)  -0.845
S (-4.294, -6.415, -2.503)  1.099
O (-2.876, -6.090, -2.691)  -0.534
O (-5.200, -6.073, -3.586)  -0.683
C (-4.458, -8.187, -2.000)  -0.789
H (-4.996, -8.909, 0.044)  0.423
H (-3.380, -8.564, -0.044)  0.126
H (-4.065, -6.469, 1.055)  -0.591
H (-5.717, -6.874, 0.526)  0.569
H (-4.074, -4.850, -0.711)  0.249
H (-5.830, -5.408, -1.080)  0.596
H (-3.765, -8.755, -2.620)  0.491
H (-5.427, -8.586, -2.300)  0.368
C (-6.530, 0.787, 2.303)  -0.089
C (-7.176, 1.866, 1.469)  0.698
C (-8.606, 1.921, 1.875)  -1.109
S (-9.188, 0.165, 1.865)  1.128
O (-9.451, -0.239, 0.507)  -0.602
O (-10.172, -0.026, 2.893)  -0.671
C (-7.451, -0.442, 2.205)  -0.765
H (-6.414, 1.004, 3.364)  0.123
H (-5.555, 0.455, 1.946)  -0.131
H (-7.133, 1.666, 0.398)  -0.242
H (-6.471, 2.691, 1.567)  0.065
H (-9.337, 2.509, 1.320)  0.564
H (-8.788, 1.953, 2.949)  0.325
H (-7.136, -1.089, 1.387)  0.353
H (-7.304, -0.985, 3.139)  0.397
C (1.312, 0.007, -5.053)  0.459
C (-0.273, 0.240, -5.091)  0.002
C (-0.498, 1.491, -5.908)  -0.870
S (0.729, 1.481, -7.335)  1.127
O (1.453, 2.811, -7.293)  -0.641
O (0.159, 0.847, -8.467)  -0.657
C (1.829, 0.173, -6.557)  -1.026
H (1.486, -0.968, -4.599)  -0.309
H (1.765, 0.765, -4.414)  0.066
H (-0.771, 0.099, -4.132)  0.219
H (-0.649, -0.589, -5.690)  -0.190
H (-0.273, 2.440, -5.421)  0.165
H (-1.477, 1.456, -6.385)  0.750
H (2.878, 0.393, -6.754)  0.614
H (1.584, -0.780, -7.025)  0.278
C (-0.118, -6.672, -0.261)  -0.157
C (-0.968, -5.944, 0.844)  0.748
C (-1.090, -6.850, 2.130)  0.097
S (0.084, -8.267, 1.855)  1.100
O (-0.741, -9.338, 1.246)  -0.664
O (0.996, -8.539, 2.976)  -0.653
C (0.933, -7.462, 0.399)  -0.615
H (0.348, -5.837, -0.784)  -0.134
H (-0.739, -7.382, -0.808)  0.224
H (-2.030, -5.853, 0.620)  -0.692
H (-0.597, -4.922, 0.921)  -0.122
H (-2.057, -7.234, 2.456)  0.567
H (-0.732, -6.308, 3.005)  -0.615
H (1.431, -8.248, -0.169)  0.553
H (1.611, -6.703, 0.788)  0.294
C (-5.538, 0.879, -4.133)  -0.637
C (-5.859, 0.114, -2.950)  0.321
C (-6.739, -1.134, -3.263)  -1.128
S (-6.240, -1.674, -4.891)  1.073
O (-7.494, -1.665, -5.592)  -0.726
O (-5.619, -2.917, -4.578)  -0.471
C (-5.109, -0.166, -5.148)  -0.789
H (-4.858, 1.731, -4.115)  0.407
H (-6.460, 1.319, -4.513)  0.290
H (-6.284, 0.659, -2.107)  -0.113
H (-5.003, -0.329, -2.440)  -0.585
H (-7.758, -0.790, -3.442)  0.347
H (-6.836, -1.881, -2.475)  0.534
H (-5.037, 0.150, -6.189)  0.651
H (-4.117, -0.484, -4.829)  0.279
C (-3.724, 4.601, 6.591)  -0.693
C (-5.089, 4.566, 5.821)  -0.710
C (-4.981, 3.723, 4.489)  -0.143
S (-3.520, 2.661, 4.797)  0.896
O (-2.562, 3.129, 3.792)  -0.604
O (-3.882, 1.241, 4.785)  -0.458
C (-2.978, 3.284, 6.546)  -0.332
H (-3.721, 4.830, 7.657)  0.465
H (-3.102, 5.410, 6.207)  0.307
H (-5.068, 5.585, 5.434)  0.265
H (-6.002, 4.520, 6.414)  0.388
H (-4.724, 4.349, 3.635)  0.096
H (-5.905, 3.183, 4.280)  0.103
H (-1.891, 3.221, 6.493)  0.009
H (-3.458, 2.589, 7.235)  0.351
C (5.939, 2.315, -0.802)  0.167
C (6.594, 1.245, -1.777)  -1.156
C (5.672, 0.005, -1.814)  -0.693
S (4.094, 0.360, -1.262)  0.610
O (3.889, -0.231, 0.058)  -0.373
O (3.095, 0.193, -2.321)  -0.383
C (4.425, 2.206, -1.183)  -0.756
H (6.460, 3.266, -0.914)  0.648
H (6.200, 1.911, 0.177)  -0.482
H (7.587, 0.890, -1.500)  0.414
H (6.716, 1.479, -2.835)  0.375
H (6.022, -0.779, -1.141)  0.390
H (5.692, -0.571, -2.739)  0.355
H (3.629, 2.616, -0.562)  0.615
H (4.414, 2.571, -2.210)  -0.028
C (4.896, -1.328, 4.656)  -0.048
C (6.020, -1.329, 5.722)  -1.029
C (7.085, -0.311, 5.189)  -0.700
S (7.068, -0.384, 3.324)  0.887
O (8.106, -1.297, 2.821)  -0.648
O (6.832, 0.938, 2.785)  -0.415
C (5.483, -1.322, 3.245)  1.501
H (4.211, -0.496, 4.818)  -0.126
H (4.294, -2.222, 4.817)  0.000
H (6.326, -2.342, 5.981)  0.380
H (5.526, -0.993, 6.634)  0.486
H (8.123, -0.524, 5.444)  0.506
H (6.638, 0.680, 5.271)  0.203
H (5.643, -2.299, 2.787)  -0.857
H (4.949, -0.730, 2.501)  -0.067
C (1.191, -5.285, 5.036)  -1.061
C (1.232, -4.006, 4.074)  0.780
C (0.533, -2.926, 4.891)  0.642
S (0.904, -3.081, 6.755)  0.963
O (-0.408, -2.984, 7.408)  -0.654
O (2.014, -2.235, 7.057)  -0.518
C (1.511, -4.876, 6.572)  -0.967
H (1.933, -6.006, 4.694)  0.643
H (0.276, -5.875, 4.972)  0.316
H (0.699, -4.280, 3.164)  -0.520
H (2.247, -3.791, 3.740)  -0.001
H (-0.556, -2.960, 4.882)  -0.752
H (0.928, -1.984, 4.510)  0.227
H (1.429, -5.582, 7.399)  0.506
H (2.576, -4.728, 6.750)  0.394
C (-4.844, -2.327, 5.426)  -0.471
C (-3.362, -2.373, 4.993)  -1.013
C (-3.200, -2.766, 3.485)  -0.148
S (-4.537, -4.142, 3.261)  1.225
O (-3.899, -5.441, 3.490)  -0.678
O (-5.271, -3.909, 2.022)  -0.603
C (-5.494, -3.567, 4.778)  -1.011
H (-5.318, -1.404, 5.091)  -0.071
H (-4.970, -2.381, 6.507)  0.499
H (-2.920, -3.128, 5.643)  0.460
H (-2.799, -1.487, 5.286)  0.637
H (-2.283, -3.228, 3.120)  0.409
H (-3.542, -1.866, 2.974)  -0.105
H (-5.343, -4.471, 5.368)  0.445
H (-6.511, -3.370, 4.438)  0.477
C (-3.299, 7.647, -4.900)  -0.609
C (-2.389, 7.859, -3.620)  -0.436
C (-1.266, 6.858, -3.633)  0.219
S (-1.933, 5.314, -4.380)  0.792
O (-2.720, 4.657, -3.351)  -0.373
O (-0.804, 4.721, -5.008)  -0.643
C (-2.831, 6.425, -5.676)  -0.779
H (-3.105, 8.573, -5.440)  0.351
H (-4.382, 7.616, -4.784)  0.234
H (-2.989, 7.617, -2.743)  -0.071
H (-2.197, 8.908, -3.393)  0.624
H (-0.801, 6.648, -2.669)  -0.448
H (-0.347, 7.166, -4.131)  0.229
H (-3.641, 5.930, -6.213)  0.510
H (-2.003, 6.793, -6.282)  0.362
C (4.291, 5.322, -4.204)  -0.524
C (5.328, 6.540, -4.055)  -0.611
C (4.789, 7.647, -3.164)  -0.677
S (2.880, 7.315, -3.071)  0.697
O (2.278, 7.775, -4.301)  -0.642
O (2.332, 7.652, -1.745)  -0.406
C (3.055, 5.513, -3.277)  -0.466
H (4.606, 4.309, -3.953)  0.234
H (3.856, 5.096, -5.177)  0.403
H (5.502, 6.825, -5.093)  0.227
H (6.261, 6.086, -3.722)  0.395
H (5.060, 8.701, -3.233)  0.508
H (5.140, 7.434, -2.154)  0.214
H (2.104, 5.067, -3.568)  0.587
H (3.227, 5.392, -2.208)  0.064

---

# 2
This record from the OMol25 dataset describes a molecular structure, C10H22BeN2O9 at a distorted geometry. The level of theory is ωB97M-V/def2-TZVPD.

2S+1: 1
Net charge: -4
Total energy: -32509.0003 eV
HOMO: 0.210 Eh

Last column: natural (NBO) charge in e.
Atoms and positions in Å:
Be (0.554, -0.330, 1.082)  1.428
O (0.328, -1.837, 3.113)  -0.891
C (-0.469, -1.632, 4.213)  -0.069
C (-0.156, -0.364, 5.126)  -0.078
O (1.148, -0.130, 5.662)  -0.984
H (-0.437, -2.497, 4.875)  0.066
H (-1.511, -1.638, 3.892)  0.046
H (-0.876, -0.325, 5.943)  0.026
H (-0.464, 0.571, 4.656)  0.076
O (2.731, -0.608, -0.321)  -0.913
C (3.647, 0.345, 0.197)  -0.087
C (3.368, 1.273, 1.561)  -0.071
O (2.405, 0.860, 2.496)  -0.866
H (3.936, 0.957, -0.658)  0.050
H (4.526, -0.272, 0.385)  0.076
H (3.174, 2.263, 1.149)  0.039
H (4.329, 1.490, 2.028)  0.064
O (-0.081, -2.102, -0.547)  -0.937
C (-0.585, -2.085, -1.893)  -0.064
C (-0.280, -3.258, -2.884)  -0.070
O (1.072, -3.613, -3.086)  -0.985
H (-0.347, -1.180, -2.451)  0.079
H (-1.668, -2.037, -1.786)  0.040
H (-0.557, -3.038, -3.915)  0.063
H (-0.987, -4.021, -2.559)  0.039
C (-3.813, -1.505, 0.751)  -0.508
N (-2.991, -0.324, 0.491)  0.567
O (-3.361, 0.358, -0.403)  -0.469
O (-2.067, -0.113, 1.152)  -0.304
H (-4.878, -1.286, 0.675)  0.180
H (-3.644, -1.853, 1.770)  0.232
H (-3.511, -2.258, 0.023)  0.260
C (-0.653, 2.221, -1.270)  0.535
O (-0.189, 1.665, -0.241)  -0.618
N (0.059, 2.508, -2.361)  -0.437
C (-0.584, 3.050, -3.501)  -0.413
C (1.463, 2.185, -2.484)  -0.424
H (-1.728, 2.380, -1.447)  0.106
H (-0.581, 2.360, -4.345)  0.192
H (-0.221, 4.047, -3.751)  0.161
H (-1.644, 3.300, -3.549)  0.200
H (1.849, 1.249, -2.078)  0.319
H (1.665, 2.168, -3.555)  0.167
H (2.027, 3.057, -2.155)  0.175

---

What is the total energy in the first record? -361633.7478 eV

---

What is the HOMO in the second record? 0.210 Eh

---

The lowest total energy belongs to which entry? C84H174N2O36S18